Entry 1:
A structure of composition C30H33HgN7S3. Source: OMol25; level of theory: ωB97M-V/def2-TZVPD.

```
74
Properties=species:S:1:pos:R:3:forces:R:3
Hg 0.425 -0.297 0.426 0.0 0.2 0.5
C -1.846 1.527 -1.457 0.0 0.0 0.0
N -1.405 1.933 -0.129 -0.1 0.0 0.0
C -2.532 1.947 0.809 0.1 0.0 -0.1
C -2.170 1.627 2.249 0.1 0.0 0.0
N -1.693 0.272 2.437 -0.2 -0.1 0.0
C -2.692 -0.740 2.120 0.0 0.0 0.1
C -0.951 0.042 3.629 0.0 0.1 -0.1
C -1.099 0.888 4.728 0.0 0.0 0.1
C -0.286 0.787 5.848 0.0 0.0 -0.1
C 0.703 -0.184 5.881 -0.1 0.0 -0.1
C 0.827 -1.064 4.815 -0.1 0.0 0.0
C 0.007 -0.997 3.682 0.0 -0.1 0.1
S 0.206 -2.196 2.409 0.2 0.1 -0.2
C -0.634 3.147 -0.126 0.0 0.0 0.0
C -1.047 4.203 -0.939 0.0 0.0 0.1
C -0.326 5.381 -1.045 0.0 0.0 0.0
C 0.854 5.501 -0.321 0.0 -0.1 0.0
C 1.269 4.462 0.494 -0.1 0.0 0.0
C 0.543 3.262 0.643 0.1 0.0 0.1
S 1.163 2.044 1.745 0.0 0.0 -0.2
H -2.075 0.463 -1.447 0.0 0.0 0.0
H -2.745 2.062 -1.803 0.0 0.0 0.0
H -1.041 1.698 -2.171 0.0 0.0 0.0
H -3.279 1.241 0.441 0.0 0.0 0.0
H -3.007 2.940 0.815 -0.1 0.0 -0.1
H -3.071 1.832 2.857 0.0 0.0 0.0
H -1.378 2.306 2.566 0.0 0.0 0.0
H -3.637 -0.546 2.658 0.0 0.0 0.0
H -2.314 -1.719 2.397 0.0 0.0 0.0
H -2.894 -0.765 1.048 0.0 0.0 0.0
H -1.869 1.647 4.715 0.0 0.1 -0.1
H -0.416 1.478 6.673 0.0 0.0 0.0
H 1.379 -0.256 6.725 0.0 0.0 0.0
H 1.591 -1.831 4.827 0.0 0.0 0.0
H -1.968 4.100 -1.501 0.0 0.0 0.0
H -0.678 6.183 -1.683 0.0 0.0 0.0
H 1.456 6.399 -0.398 0.0 0.0 0.0
H 2.195 4.548 1.051 0.0 0.0 0.0
C -4.234 -4.291 -1.595 0.1 -0.1 0.0
N -2.833 -4.648 -1.534 -0.1 0.0 -0.1
C -2.335 -5.929 -1.362 -0.2 0.1 0.0
C -1.004 -5.833 -1.278 0.2 0.1 -0.1
N -0.671 -4.488 -1.415 0.2 0.1 0.0
C -1.821 -3.727 -1.573 0.2 -0.2 0.2
S -2.006 -2.085 -1.711 -0.2 -0.1 -0.1
C 0.657 -3.986 -1.228 -0.2 -0.1 0.0
C 1.549 -4.699 -0.433 0.0 0.0 0.2
C 2.807 -4.159 -0.242 0.0 -0.1 0.0
C 3.127 -2.950 -0.837 0.0 0.0 0.0
C 2.161 -2.334 -1.612 -0.1 0.0 0.0
N 0.953 -2.855 -1.820 0.1 0.0 -0.3
H -4.798 -5.147 -1.965 0.0 0.0 0.0
H -4.348 -3.442 -2.264 0.0 0.0 0.0
H -4.605 -4.002 -0.611 0.0 0.0 0.0
H -2.975 -6.793 -1.324 0.0 0.0 0.0
H -0.262 -6.605 -1.189 0.0 0.0 0.0
H 1.261 -5.614 0.064 0.0 0.0 0.0
H 3.519 -4.668 0.396 0.0 0.0 0.0
H 4.095 -2.490 -0.697 0.0 0.0 0.0
H 2.353 -1.379 -2.088 0.0 0.0 0.0
N 4.903 2.824 -4.327 0.0 -0.1 0.1
C 3.886 2.425 -3.466 0.1 0.0 -0.1
C 3.965 2.664 -2.097 0.0 0.0 0.1
C 2.967 2.177 -1.267 0.0 0.0 -0.1
N 1.918 1.482 -1.708 0.0 0.1 -0.3
C 1.842 1.272 -3.021 0.0 0.0 0.1
C 2.784 1.713 -3.935 0.0 0.0 0.0
H 5.494 3.569 -3.999 0.0 0.0 0.0
H 4.659 2.893 -5.300 0.0 0.1 0.0
H 4.796 3.222 -1.681 0.0 0.0 0.0
H 2.994 2.341 -0.193 0.0 0.0 0.0
H 0.975 0.710 -3.361 0.0 0.0 0.0
H 2.667 1.505 -4.993 0.0 0.0 0.0
```
Positions in Å, forces in eV/Å.

The calculation puts the HOMO energy (spin up / spin down) at -2.252 / -3.501 eV. Its total charge is -1. The multiplicity is 2. The HOMO-LUMO gap (spin up / spin down) is 4.7 / 6.0 eV.

=====

Entry 2:
The ion C30H33N2O2 with charge +1 in a non-equilibrium geometry. Source: OMol25; level of theory: ωB97M-V/def2-TZVPD.

```
67
Properties=species:S:1:pos:R:3:forces:R:3
C 0.612 -4.603 -1.479 0.0 0.5 0.6
N 0.345 -3.150 -1.441 0.0 -0.2 -1.2
C -0.122 -2.540 -2.571 1.0 -1.6 -0.7
O -0.203 -3.034 -3.705 -0.1 1.1 2.3
C -0.429 -1.136 -2.219 -0.8 1.4 0.9
C 0.272 -0.159 -3.148 -0.2 0.3 -0.5
C -0.616 0.997 -3.565 -0.1 0.0 -0.2
C -1.805 0.733 -4.273 0.1 0.8 0.5
C -2.683 1.791 -4.556 0.1 -0.6 -0.1
C -2.369 3.087 -4.156 0.4 0.5 0.3
C -1.154 3.357 -3.498 -0.2 -0.7 -0.3
C -0.265 2.301 -3.239 -0.5 0.4 0.1
N -0.107 -0.935 -0.689 8.3 -1.2 -2.8
C -0.595 0.284 -0.071 -4.9 3.2 1.2
C 0.029 1.620 0.460 1.5 -2.0 1.0
C 0.077 1.899 1.810 -0.2 -0.9 -0.8
C 0.824 2.985 2.462 0.4 1.3 1.0
C 1.657 3.865 1.732 -0.3 -0.6 -0.3
C 2.317 4.928 2.347 -0.1 -0.1 0.5
C 2.186 5.122 3.735 -0.6 -0.8 -0.6
C 1.374 4.260 4.486 0.1 -0.1 -0.1
C 0.699 3.208 3.873 -0.1 -0.5 -1.1
O -0.598 1.153 2.740 0.5 -0.8 -1.1
C -1.388 0.094 2.289 -1.3 0.9 0.7
C -2.230 -0.446 3.296 0.2 0.4 -0.9
C -3.340 -1.184 2.888 0.0 -0.6 1.0
C -3.555 -1.493 1.535 0.3 0.4 -0.8
C -2.671 -0.986 0.550 -0.7 -0.1 1.5
C -1.577 -0.172 0.934 -1.3 -0.4 0.8
C 0.293 -2.392 -0.215 0.0 0.6 0.9
C 1.597 -2.425 0.653 -0.7 0.2 -0.4
C 2.871 -2.199 -0.161 0.1 -0.2 0.1
C 1.629 -3.793 1.331 0.2 -0.6 0.2
C 1.456 -1.368 1.742 0.5 0.0 0.7
H 0.228 -4.974 -2.434 0.1 0.1 0.3
H 1.694 -4.809 -1.398 -0.6 0.1 -0.1
H 0.081 -5.031 -0.617 0.2 -0.3 -0.4
H -1.518 -1.004 -2.309 0.2 0.0 0.1
H 1.236 0.175 -2.735 -0.2 0.0 -0.1
H 0.484 -0.745 -4.040 0.2 -0.1 -0.1
H -2.043 -0.284 -4.572 0.0 0.1 0.0
H -3.620 1.582 -5.090 0.5 0.2 0.3
H -3.068 3.909 -4.357 0.3 -0.4 0.1
H -0.893 4.363 -3.183 -0.1 -0.1 -0.1
H 0.699 2.487 -2.755 -0.3 0.0 -0.1
H 0.909 -0.336 -0.621 -1.8 -2.9 -1.2
H -1.086 0.568 -0.992 -0.9 1.2 0.2
H 0.644 2.213 -0.211 -0.4 0.0 0.0
H 1.789 3.668 0.653 0.0 0.4 0.7
H 2.939 5.602 1.754 -0.2 -0.3 0.2
H 2.705 5.921 4.226 0.2 0.3 0.1
H 1.256 4.383 5.570 0.2 0.1 -0.5
H 0.078 2.516 4.458 0.3 0.5 -0.2
H -2.009 -0.175 4.342 -0.4 -0.2 -0.7
H -4.055 -1.539 3.676 0.8 0.3 -1.0
H -4.440 -2.089 1.240 0.7 0.5 0.2
H -2.933 -1.116 -0.503 0.3 -0.1 0.3
H -0.530 -2.773 0.390 -0.2 0.3 0.2
H 2.868 -1.281 -0.762 -0.1 -0.1 0.1
H 3.709 -2.118 0.544 -0.1 0.0 -0.2
H 3.079 -3.051 -0.821 -0.1 0.3 0.1
H 0.624 -4.072 1.703 0.5 0.1 0.0
H 1.980 -4.579 0.641 -0.2 0.3 0.5
H 2.323 -3.768 2.189 -0.3 0.0 -0.4
H 0.527 -1.489 2.312 0.2 0.0 -0.1
H 2.296 -1.481 2.452 -0.4 0.1 -0.3
H 1.515 -0.339 1.377 0.0 -0.1 0.0
```
Positions in Å, forces in eV/Å.

The calculation puts the HOMO energy at -11.460 eV. Its total charge is +1. The HOMO-LUMO gap is 8.7 eV.

=====

Entry 3:
A structure of composition C30H33N3OS2Tm in a non-equilibrium geometry. Source: OMol25; level of theory: ωB97M-V/def2-TZVPD.

```
70
Properties=species:S:1:pos:R:3:forces:R:3
Tm -0.919 -0.690 0.796 1.5 1.9 -2.0
C -4.195 -0.658 2.284 -0.3 -0.4 -0.1
C -2.848 -1.306 2.436 -0.3 -1.2 -0.9
C -2.410 -2.418 1.591 -0.3 0.9 2.6
C -1.141 -2.964 1.798 -0.1 -1.7 1.7
C -0.647 -4.158 1.031 -0.1 0.1 -0.3
C -0.278 -2.462 2.823 -1.7 0.9 -1.3
C -0.652 -1.299 3.499 -0.9 -0.8 0.4
C 0.269 -0.665 4.452 1.3 1.2 0.4
C -1.974 -0.781 3.373 1.3 -0.7 -0.4
H -4.091 0.416 2.474 -0.4 -0.2 0.2
H -4.930 -1.153 2.938 0.3 0.5 0.2
H -4.626 -0.788 1.296 0.2 0.0 -0.3
H -3.063 -2.849 0.867 -0.5 -0.1 -0.5
H -0.519 -3.846 0.000 -0.1 -0.3 -0.4
H -1.246 -5.083 1.081 0.0 0.7 0.1
H 0.344 -4.364 1.389 0.5 -0.4 0.1
H 0.701 -2.888 2.952 0.2 0.0 0.0
H 0.296 -1.203 5.412 -0.3 0.4 -0.1
H 0.007 0.424 4.563 0.3 -1.1 0.3
H 1.320 -0.710 4.085 -0.7 0.1 0.1
H -2.223 0.043 4.031 -0.2 0.1 -0.3
C 0.114 -0.898 -5.322 0.8 -1.2 -0.3
C -0.281 0.107 -4.278 0.8 1.7 0.0
N 0.728 0.404 -3.214 0.7 0.4 -0.9
C 1.921 1.206 -3.592 -0.1 1.1 -0.4
C 1.808 2.735 -3.267 0.4 -0.8 -0.3
C 0.694 -0.128 -2.003 -0.6 -1.6 0.5
S -0.403 -1.467 -1.742 -0.4 -0.3 0.1
N 1.608 0.196 -1.107 0.7 0.8 -0.4
C 1.961 -0.354 0.033 -1.0 -0.4 0.9
O 1.198 -0.962 0.886 0.7 0.4 -0.7
C 3.377 -0.277 0.371 1.9 -0.4 -0.2
C 4.202 0.660 -0.293 0.4 -0.3 0.5
C 5.604 0.561 -0.222 -1.4 -1.0 0.2
C 6.142 -0.578 0.385 0.8 1.2 0.0
C 5.350 -1.444 1.125 0.8 -0.8 0.6
C 3.986 -1.307 1.164 -1.6 0.9 -0.4
H -0.585 -0.936 -6.175 0.2 0.3 0.5
H 0.155 -1.917 -4.913 -0.1 0.2 0.0
H 1.124 -0.711 -5.736 -0.5 0.1 0.2
H -1.193 -0.113 -3.776 -0.7 -0.4 0.2
H -0.425 1.073 -4.785 0.0 -0.1 0.2
H 2.138 1.066 -4.678 -0.4 0.0 0.8
H 2.786 0.850 -3.040 -0.2 -0.4 0.0
H 1.252 3.279 -4.039 0.0 -0.1 0.3
H 2.842 3.134 -3.252 -0.6 -0.1 0.0
H 1.357 2.879 -2.276 0.1 0.0 -0.3
H 3.754 1.481 -0.846 -0.1 -0.2 0.1
H 6.205 1.328 -0.671 0.3 0.0 -0.2
H 7.236 -0.701 0.369 -0.6 -0.1 0.1
H 5.867 -2.227 1.707 -0.5 0.4 -0.4
H 3.319 -1.958 1.766 0.7 0.4 -0.6
S -1.418 3.989 1.716 0.2 -1.1 -0.3
C -0.047 3.447 2.582 -0.3 -0.3 0.4
C 0.288 2.138 2.386 -0.5 0.4 -1.4
C -0.548 1.520 1.378 0.0 0.1 1.1
C -1.539 2.383 0.981 0.5 0.8 1.2
C -2.645 1.963 0.179 0.5 0.1 -1.1
C -3.733 2.749 -0.172 -0.4 -0.5 0.0
C -4.727 2.197 -0.967 -0.4 0.4 0.0
C -4.535 0.957 -1.532 0.1 -1.0 -0.3
C -3.321 0.326 -1.268 -0.8 -1.0 -0.2
N -2.441 0.729 -0.377 -0.5 1.1 0.4
H 0.351 4.116 3.300 0.6 0.6 0.4
H 1.141 1.639 2.825 0.0 0.2 0.2
H -3.853 3.745 0.208 0.1 0.3 0.2
H -5.649 2.744 -1.154 0.2 0.0 0.0
H -5.298 0.394 -2.098 0.5 0.7 0.1
H -3.040 -0.611 -1.735 -0.3 -0.1 -0.2
```
Positions in Å, forces in eV/Å.

The calculation puts the HOMO energy (spin up / spin down) at -10.569 / -10.570 eV. Its total charge is +1. The multiplicity is 3. The HOMO-LUMO gap (spin up / spin down) is 7.3 / 7.3 eV.

=====

E_tot across the listed records, respectively: -2894.31886, -1422.65187, -3283.94077 Eh.
Energy above the lowest of the compared OMol25 structures with the same formula, charge and spin across the listed records, respectively: 0.0, 62.7, 25.1 kcal/mol.